#a
CH5N3O2 | wB97M-V/def2-TZVPD

Results
molecular weight: 91.070 g mol⁻¹
highest occupied orbital energy: -9.6 eV
LUMO: 0.787 eV
SMILES: NC/N=[N+](/[O-])O

ORCA input file:
```
! wB97M-V def2-TZVPD RIJCOSX def2/J DEFGRID3
* xyz 0 1
N 1.0728 1.1531 0.2485
C 0.0840 0.2301 0.1475
N 0.7018 -1.3449 -0.5661
N -0.0329 -2.2533 -0.8081
O 0.2267 -3.3467 -1.2413
O -1.4736 -2.0658 -0.5553
H 1.4386 1.4999 -0.6254
H 1.7988 0.9559 0.9221
H -0.3114 -0.1361 1.0873
H -0.6856 0.4631 -0.5789
H -1.9042 -2.8654 -0.8917
*
```

=====

#b
CH5N3O2 | wB97M-V/def2-TZVPD

Results
molecular weight: 91.070 g mol⁻¹
highest occupied orbital energy: -9.1 eV
LUMO: 0.905 eV
SMILES: [H]/N=N\C.O=NO

ORCA input file:
```
! wB97M-V def2-TZVPD RIJCOSX def2/J DEFGRID3
* xyz 0 1
H 0.9331 0.2411 1.7593
N 0.2362 0.4144 0.9580
N 0.8036 0.6010 -0.0929
C 2.2397 0.5229 -0.1886
H 2.6806 0.3125 0.7984
H 2.4417 -0.2755 -0.9068
H 2.6949 1.4690 -0.5305
O -2.6141 0.3512 0.0170
N -2.2153 -0.5762 -0.5651
O -3.1148 -1.5615 -0.7728
H -4.0856 -1.4990 -0.4760
*
```

=====

#a is preferred energetically. Next in line: 0.0087 hartree higher.

=====

#a
C2HO4 | wB97M-V/def2-TZVPD

Results
molecular weight: 89.026 g mol⁻¹
highest occupied orbital energy: -4.9 eV
LUMO: 4.347 eV

ORCA input file:
```
! wB97M-V def2-TZVPD RIJCOSX def2/J DEFGRID3
* xyz -1 1
C 1.2645 -0.1461 0.0474
C -1.4625 0.0564 0.0064
O -2.1185 -0.7732 0.5329
O 1.3762 0.7396 0.8864
O -1.4730 1.1175 -0.4971
O 0.2552 -0.6176 -0.5237
H 2.1581 -0.3766 -0.4523
*
```

=====

#b
C2HO4 | wB97M-V/def2-TZVPD

Results
molecular weight: 89.026 g mol⁻¹
highest occupied orbital energy: -1.5 eV
LUMO: 3.705 eV

ORCA input file:
```
! wB97M-V def2-TZVPD RIJCOSX def2/J DEFGRID3
* xyz -1 1
C -0.2054 0.0174 1.8261
C 0.4986 -0.4352 -1.2826
O -0.1760 1.1338 1.8305
O -0.2862 -1.0922 2.0924
O -0.2321 0.6374 -0.6575
O 0.5342 0.8774 -1.8221
H -0.1331 -1.1385 -1.9869
*
```

=====

#a is preferred energetically. Next in line: 0.2408 hartree higher.

=====

#a
C3H5NO5 | wB97M-V/def2-TZVPD

Results
molecular weight: 135.075 g mol⁻¹
highest occupied orbital energy (alpha / beta): -10.0 / -8.6 eV
LUMO (alpha / beta): 0.158 / -2.330 eV

ORCA input file:
```
! wB97M-V def2-TZVPD RIJCOSX def2/J DEFGRID3
* xyz 0 1
N 2.4835 0.5161 -2.6350
O 3.3699 -0.2526 -2.5067
C -1.1920 -0.8752 0.4142
C 0.1230 -0.1155 0.5440
C -0.0226 1.3838 0.4949
O 0.7541 2.1103 1.0840
O 0.9795 -0.2070 -0.6137
O 0.9188 1.0835 -1.2676
O -1.6713 -1.2326 1.6959
H -1.8980 -0.1398 -0.0151
H -1.0227 -1.7802 -0.1994
H 0.7470 -0.4817 1.3871
H -1.0129 1.6275 0.0105
H -2.5563 -1.6367 1.6070
*
```

=====

#b
C3H5NO5 | wB97M-V/def2-TZVPD

Results
molecular weight: 135.075 g mol⁻¹
highest occupied orbital energy (alpha / beta): -8.4 / -8.2 eV
LUMO (alpha / beta): -0.645 / -1.087 eV

ORCA input file:
```
! wB97M-V def2-TZVPD RIJCOSX def2/J DEFGRID3
* xyz 0 1
C 0.0178 -0.7714 1.2556
C -0.0379 -0.2130 -1.3705
C 0.6644 0.8723 -0.6046
N -0.9599 -0.0324 1.8297
O 0.8411 -1.5766 1.4952
O -1.9999 0.2605 1.1867
O -0.6229 0.4727 2.9085
O -0.7979 -1.0535 -0.5269
O 1.9576 1.1285 -0.7199
H -0.7076 0.2247 -2.1238
H 0.6936 -0.8522 -1.8744
H 0.0964 1.6983 -0.1984
H -1.5917 -0.5515 -0.1391
H 2.4469 0.3935 -1.1181
*
```

=====

#b is preferred energetically. Next in line: 0.0573 hartree higher.

=====

#a
C2H7N3O2 | wB97M-V/def2-TZVPD

Results
molecular weight: 105.097 g mol⁻¹
highest occupied orbital energy: -8.2 eV
LUMO: 0.683 eV

ORCA input file:
```
! wB97M-V def2-TZVPD RIJCOSX def2/J DEFGRID3
* xyz 0 1
C 0.0137 0.4068 -1.0614
C 0.1856 -0.7674 1.0356
N -1.0404 1.2050 0.9524
N -0.4698 0.2633 0.2345
N 0.3056 2.3633 1.6547
O 1.4178 1.9370 1.4119
O -0.0604 3.2503 2.3391
H 0.0144 -0.5357 -1.4934
H -0.2651 1.1749 -1.6896
H 1.1652 0.5527 -1.1130
H 0.1298 -0.5218 2.0758
H -0.3634 -1.7299 1.0250
H 1.1724 -0.9185 0.7169
H -1.3082 1.9445 0.1918
*
```

=====

#b
C2H7N3O2 | wB97M-V/def2-TZVPD

Results
molecular weight: 105.097 g mol⁻¹
highest occupied orbital energy: -8.7 eV
LUMO: -1.244 eV

ORCA input file:
```
! wB97M-V def2-TZVPD RIJCOSX def2/J DEFGRID3
* xyz 0 1
C 1.0393 -0.2575 -2.0512
C -0.3567 0.0896 -0.2656
H 1.6099 0.1354 -3.2672
H 0.7442 -1.2622 -2.1460
H 1.9604 -0.0802 -1.3943
H -0.2917 -0.9297 1.3864
H 1.8757 -0.9919 1.9847
H -1.1845 1.6545 0.0216
H -1.9915 1.4101 2.0632
N -0.1553 0.5303 -1.4405
N 0.1643 -1.0433 0.5658
N -1.3712 0.7805 0.4926
O 1.4017 -1.3088 0.4889
O -1.0621 1.2087 1.7519
*
```

=====

#c
C2H7N3O2 | wB97M-V/def2-TZVPD

Results
molecular weight: 105.097 g mol⁻¹
highest occupied orbital energy: -9.3 eV
LUMO: -0.308 eV

ORCA input file:
```
! wB97M-V def2-TZVPD RIJCOSX def2/J DEFGRID3
* xyz 0 1
C -0.5686 -1.2559 -0.0324
C -0.7534 1.2137 0.3485
N 2.5027 -0.6597 0.3630
N -0.1734 -0.0482 0.6595
N 1.6917 0.2474 0.1705
O 1.8297 1.4139 -0.1981
O 3.7719 -0.3824 -0.0307
H -1.3063 -1.2431 -0.8118
H 0.2793 -1.9575 -0.2531
H -0.9428 -1.9766 0.7640
H 0.0069 1.9478 -0.0127
H -1.4669 1.1582 -0.5190
H -1.3962 1.4292 1.3628
H 3.7287 0.3952 -0.6171
*
```

=====

#d
C2H7N3O2 | wB97M-V/def2-TZVPD

Results
molecular weight: 105.097 g mol⁻¹
highest occupied orbital energy: -8.3 eV
LUMO: -2.617 eV

ORCA input file:
```
! wB97M-V def2-TZVPD RIJCOSX def2/J DEFGRID3
* xyz 0 1
C -2.1099 0.1000 -0.2602
C 0.4348 0.0105 0.0833
H -2.1262 1.3975 -0.2108
H -3.0326 -0.2284 0.4122
H -2.4199 -0.2962 -1.3868
H -0.9169 -1.6403 0.1442
H 0.5325 1.6115 1.3792
H 2.3221 0.9774 -0.6779
H 2.9974 -2.3570 0.9988
N -0.7792 -0.6311 0.0894
N 0.4520 1.4903 0.2598
N 1.6219 -0.4994 -0.0564
O 1.6173 1.8853 -0.4349
O 1.4067 -1.8203 -0.3399
*
```

=====

#a is preferred energetically. Next in line: 0.0452 hartree higher.

=====

#a
C4H5Cl | wB97M-V/def2-TZVPD

Results
molecular weight: 88.537 g mol⁻¹
highest occupied orbital energy: -9.1 eV
LUMO: 0.212 eV

ORCA input file:
```
! wB97M-V def2-TZVPD RIJCOSX def2/J DEFGRID3
* xyz 0 1
C 0.6575 -0.5435 -0.5870
C -0.3597 -1.2264 0.0031
C 0.0011 0.7887 -0.4933
C -1.1360 0.0041 0.2611
Cl -2.8333 0.0073 -0.0919
H 1.5787 -0.7395 -1.2011
H -0.6456 -2.3257 0.1877
H 0.5916 1.5345 0.1627
H -0.3788 1.3108 -1.4080
H -0.8083 0.6029 1.9111
*
```

=====

#b
C4H5Cl | wB97M-V/def2-TZVPD

Results
molecular weight: 88.537 g mol⁻¹
highest occupied orbital energy: -9.3 eV
LUMO: 0.835 eV
SMILES: C#CC=C.Cl

ORCA input file:
```
! wB97M-V def2-TZVPD RIJCOSX def2/J DEFGRID3
* xyz 0 1
C 1.0997 -1.8181 -1.0475
C 0.7155 -0.6950 -0.8640
C 0.2420 0.6140 -0.6250
C -1.0244 0.9694 -0.8001
H 1.4538 -2.7931 -1.2045
H 0.9799 1.3200 -0.2665
H -1.3768 1.9675 -0.5994
H -1.7606 0.2630 -1.1483
Cl 0.4147 -0.8418 2.4981
H 0.5732 -0.8324 3.7710
*
```

=====

#b is preferred energetically. Next in line: 0.0746 hartree higher.

=====

#a
CH3BrO | wB97M-V/def2-TZVPD

Results
molecular weight: 110.938 g mol⁻¹
highest occupied orbital energy: -10.6 eV
LUMO: 0.869 eV
SMILES: OCBr

ORCA input file:
```
! wB97M-V def2-TZVPD RIJCOSX def2/J DEFGRID3
* xyz 0 1
O -0.3707 1.0859 -0.1354
C 0.3999 -0.2146 -0.2465
Br 2.2809 0.0595 0.0152
H -0.3181 1.3632 0.7589
H 0.1312 -0.8578 0.5223
H -0.0290 -0.4589 -1.2279
*
```

=====

#b
CH3BrO | wB97M-V/def2-TZVPD

Results
molecular weight: 110.938 g mol⁻¹
highest occupied orbital energy: -9.9 eV
LUMO: -0.821 eV
SMILES: COBr

ORCA input file:
```
! wB97M-V def2-TZVPD RIJCOSX def2/J DEFGRID3
* xyz 0 1
C -0.4699 0.2245 0.0338
O 0.3458 -0.9188 0.0407
Br 2.2177 -1.0292 -0.1452
H -1.4612 -0.0083 0.3891
H -0.6591 0.7146 -1.0134
H 0.0266 1.0172 0.6949
*
```

=====

#a is preferred energetically. Next in line: 0.0586 hartree higher.

=====

#a
C3H3ClFNO | wB97M-V/def2-TZVPD

Results
molecular weight: 123.514 g mol⁻¹
highest occupied orbital energy: -9.3 eV
LUMO: -0.900 eV
SMILES: O/N=C/C(F)=C/Cl

ORCA input file:
```
! wB97M-V def2-TZVPD RIJCOSX def2/J DEFGRID3
* xyz 0 1
O -1.8152 -2.0529 0.0952
N -1.3710 -0.5785 0.0171
C 0.0358 -0.6747 0.3001
C 0.9126 0.3631 -0.1902
F 2.1537 -0.0439 -0.6761
C 0.7308 1.7125 -0.1179
Cl 1.7191 2.9996 -0.6206
H -2.6371 -1.9163 0.4729
H 0.4642 -1.7195 0.2079
H -0.1929 1.9105 0.5115
*
```

=====

#b
C3H3ClFNO | wB97M-V/def2-TZVPD

Results
molecular weight: 123.514 g mol⁻¹
highest occupied orbital energy: -9.8 eV
LUMO: 0.064 eV
SMILES: O/N=C\C=C(/F)Cl

ORCA input file:
```
! wB97M-V def2-TZVPD RIJCOSX def2/J DEFGRID3
* xyz 0 1
O -0.2980 1.7035 -1.1171
N 0.7673 1.5328 0.0465
C 1.0517 0.2213 0.3168
C 0.2992 -1.1176 0.0109
C -0.9505 -0.9574 0.5089
F -1.1807 0.2657 0.9056
Cl -2.3444 -2.1890 0.7141
H 0.0034 2.3757 -1.8465
H 1.9775 0.1073 0.8219
H 0.6745 -1.9423 -0.3611
*
```

=====

#a is preferred energetically. Next in line: 0.0319 hartree higher.

=====

#a
C3H2N2O | wB97M-V/def2-TZVPD

Results
molecular weight: 82.062 g mol⁻¹
highest occupied orbital energy: -10.3 eV
LUMO: -2.174 eV
SMILES: O=C1C=NN=C1

ORCA input file:
```
! wB97M-V def2-TZVPD RIJCOSX def2/J DEFGRID3
* xyz 0 1
O -0.3648 1.9968 0.1543
C -0.2056 0.7882 0.0622
C 0.1005 -0.2530 1.1301
N 0.3386 -1.4187 0.5856
N 0.2317 -1.2901 -0.8151
C -0.1378 -0.0819 -1.1467
H 0.2327 -0.0579 2.1820
H -0.1953 0.3166 -2.1523
*
```

=====

#b
C3H2N2O | wB97M-V/def2-TZVPD

Results
molecular weight: 82.062 g mol⁻¹
highest occupied orbital energy: -11.6 eV
LUMO: -1.522 eV
SMILES: [H]/N=C(/C#N)C=O

ORCA input file:
```
! wB97M-V def2-TZVPD RIJCOSX def2/J DEFGRID3
* xyz 0 1
H -1.0264 -1.4913 0.1526
N 0.0085 -1.5513 -0.0878
C 0.2137 -0.2959 0.0135
C 1.6172 0.1266 -0.0404
N 2.7222 0.3635 -0.0097
C -0.8967 0.7333 -0.0415
O -2.0144 0.3331 -0.0130
H -0.6241 1.7821 0.0263
*
```

=====

#b is preferred energetically. Next in line: 0.0262 hartree higher.

=====

#a
CH6NPS | wB97M-V/def2-TZVPD

Results
molecular weight: 95.107 g mol⁻¹
highest occupied orbital energy: -8.3 eV
LUMO: -0.143 eV
SMILES: [H]/N=P/[H].CS

ORCA input file:
```
! wB97M-V def2-TZVPD RIJCOSX def2/J DEFGRID3
* xyz 0 1
H 1.9902 2.8227 -1.1849
N 2.3232 2.0349 -0.3448
P 1.7197 0.6558 -0.0539
H 2.7108 0.0590 0.9428
C -1.3783 -1.1013 0.5705
S -1.0092 -1.0016 -1.1420
H -0.6077 -0.6881 1.1536
H -2.4288 -0.5902 0.7320
H -1.5258 -2.1667 0.8163
H -1.7942 -0.0245 -1.4896
*
```

=====

#b
CH6NPS | wB97M-V/def2-TZVPD

Results
molecular weight: 95.107 g mol⁻¹
highest occupied orbital energy: -9.1 eV
LUMO: -0.303 eV
SMILES: C=P.NS

ORCA input file:
```
! wB97M-V def2-TZVPD RIJCOSX def2/J DEFGRID3
* xyz 0 1
C -1.6267 -0.8980 0.2867
P -2.3266 0.6178 0.1065
H -1.5445 -1.4801 -0.7046
H -1.6691 -1.4921 1.1497
H -2.3628 0.8679 -1.3129
N 2.5635 0.6672 0.0602
S 0.6726 0.3069 0.0248
H 2.7472 1.5510 0.5641
H 2.8827 0.7021 -0.8819
H 0.6637 -0.8427 0.7075
*
```

=====

#c
CH6NPS | wB97M-V/def2-TZVPD

Results
molecular weight: 95.107 g mol⁻¹
highest occupied orbital energy: -9.2 eV
LUMO: -0.446 eV
SMILES: [H]/N=P\[H].CS

ORCA input file:
```
! wB97M-V def2-TZVPD RIJCOSX def2/J DEFGRID3
* xyz 0 1
H 0.8356 3.5288 0.8974
N 0.7392 3.3481 -0.0952
P -0.4542 2.5594 -0.6690
H -1.2910 2.1835 0.4586
C -0.0618 -1.4847 -0.3149
S 0.1005 -2.6586 1.0731
H -0.7819 -0.7334 -0.0054
H -0.4290 -1.9994 -1.1955
H 0.8988 -1.0137 -0.5137
H 0.4438 -3.7301 0.3646
*
```

=====

#c is preferred energetically. Next in line: 0.0416 hartree higher.